Record 1
A 2-piece molecular cluster, C2H4INS overall in a non-equilibrium geometry. Source: OMol25; level of theory: wB97M-V/def2-TZVPD.

```
! RIJCOSX wB97M-V def2-TZVPD def2/J DEFGRID3
* xyz 0 1
C 0.78816 0.45968 -0.10624
C 0.19670 -0.83093 0.35776
N 0.19341 1.29011 -0.82066
S 2.47425 0.81578 0.36200
I -4.02088 -0.43136 0.01703
H 0.15848 -1.65050 -0.37812
H -0.84999 -0.49201 0.30338
H 0.63281 -1.43217 1.21809
H 0.42706 2.27140 -0.95323
*
```

- DFT total energy: -22561.8875 eV
- Maximum force: 2.9 eV Å⁻¹
- Frontier orbital gap (alpha / beta): 7.0 / 6.4 eV

Record 2
One molecule with the formula C2H4INS in a non-equilibrium geometry. Source: OMol25; level of theory: wB97M-V/def2-TZVPD.

```
! RIJCOSX wB97M-V def2-TZVPD def2/J DEFGRID3
* xyz 0 1
C 0.08937 0.17481 0.28129
C 1.35935 -0.31108 -0.28593
N -0.22937 0.57912 1.36940
S -1.31321 -0.22082 -1.27066
I -3.46371 0.33808 -0.34535
H 1.30812 -1.37074 -0.27615
H 2.06575 0.22802 0.35158
H 1.38795 -0.04634 -1.32131
H -1.20425 0.62894 1.49713
*
```

- DFT total energy: -22563.9807 eV
- Maximum force: 4.2 eV Å⁻¹
- Frontier orbital gap: 8.2 eV
- SMILES string: [H]/N=C(/C)SI

Record 3
A 2-piece molecular cluster, C2H4INS2 overall in a non-equilibrium geometry. Source: OMol25; level of theory: wB97M-V/def2-TZVPD.

```
! RIJCOSX wB97M-V def2-TZVPD def2/J DEFGRID3
* xyz 0 1
C -1.24539 -1.12231 3.21128
C 0.34198 -0.01758 0.41981
N -2.23127 0.55369 0.25263
S -2.71450 -1.05158 2.94334
S -1.29480 -0.23751 -0.66634
I -1.56202 -2.74598 -0.33222
H -0.01543 0.55540 1.25746
H 1.02595 0.62672 -0.18916
H 0.76097 -0.91526 0.67732
H -2.91985 0.89122 -0.37615
*
```

- DFT total energy: -33396.2472 eV
- Maximum force: 3.8 eV Å⁻¹
- Frontier orbital gap: 8.4 eV

Record 4
A 3-piece molecular cluster, C2H4IO2S overall in a non-equilibrium geometry. Source: OMol25; level of theory: wB97M-V/def2-TZVPD.

```
! RIJCOSX wB97M-V def2-TZVPD def2/J DEFGRID3
* xyz -1 1
C 0.79924 -0.15284 0.00317
C 0.05378 -0.97474 -0.72562
O -1.60477 1.67679 3.41699
O -1.58282 -0.67798 3.05058
S -1.52890 0.62760 2.39051
I 2.51166 2.07350 -6.45904
H 1.01717 -0.62733 0.98832
H 0.94170 0.86315 -0.43728
H -0.19415 -2.05080 -0.55231
H -0.41291 -0.75733 -1.67533
*
```

- DFT total energy: -25170.2089 eV
- Maximum force: 4.1 eV Å⁻¹
- Frontier orbital gap: 3.3 eV

Record 5
C2H4InO2 as an isolated structure in a non-equilibrium geometry. Source: OMol25; level of theory: wB97M-V/def2-TZVPD.

```
! RIJCOSX wB97M-V def2-TZVPD def2/J DEFGRID3
* xyz 1 1
In -10.47337 -1.46793 6.13645
O -10.85525 0.73376 4.26120
C -10.39666 1.50999 3.39470
C -11.34975 2.90922 3.01889
O -12.56064 2.74946 2.98189
H -10.04825 0.97600 2.49721
H -9.47029 1.93981 3.80921
H -10.90123 3.30761 2.09371
H -11.07474 3.57328 3.86015
*
```

- DFT total energy: -11395.4141 eV
- Maximum force: 6.8 eV Å⁻¹
- Frontier orbital gap: 7.1 eV

Record 6
C2H4KMgO as an isolated structure in a non-equilibrium geometry. Source: OMol25; level of theory: wB97M-V/def2-TZVPD.

```
! RIJCOSX wB97M-V def2-TZVPD def2/J DEFGRID3
* xyz 1 1
C -0.02429 0.14471 0.31191
H 0.04402 1.11823 0.81497
C -1.14148 -0.57682 0.76473
H -1.20494 -0.83896 1.82179
H -2.08678 -0.49215 0.20819
O 0.33250 0.05448 -1.00746
K 2.70561 1.13229 -2.08205
Mg -0.37740 -1.72950 -1.16018
H 1.75276 1.18770 0.32811
*
```

- DFT total energy: -25945.6729 eV
- Maximum force: 3.4 eV Å⁻¹
- Frontier orbital gap (alpha / beta): 4.8 / 8.2 eV

Record 7
C2H4KO as an isolated structure in a non-equilibrium geometry. Source: OMol25; level of theory: wB97M-V/def2-TZVPD.

```
! RIJCOSX wB97M-V def2-TZVPD def2/J DEFGRID3
* xyz 0 2
H 1.88798 1.18744 0.99160
C -1.17383 -0.30260 -0.87611
H -0.95103 -1.35350 -1.07542
H -2.16998 0.06211 -1.12564
C -0.38173 0.43585 -0.07796
O 0.84422 0.10105 0.29902
K 2.74274 -1.45172 1.43899
H -0.79837 1.32136 0.42552
*
```

- DFT total energy: -20507.5344 eV
- Expectation value of S²: 0.754
- Maximum force: 1.1 eV Å⁻¹
- Frontier orbital gap (alpha / beta): 5.3 / 5.6 eV

Record 8
C2H4LiMgO2 as an isolated structure. Source: OMol25; level of theory: wB97M-V/def2-TZVPD.

```
! RIJCOSX wB97M-V def2-TZVPD def2/J DEFGRID3
* xyz -1 1
O 1.54615 -0.14321 2.64158
H 2.24539 -0.78600 2.74352
C 2.01434 0.56889 -1.50243
C 0.95782 1.35559 -1.21374
O -0.01357 1.08147 -0.35200
H 2.10152 -0.44667 -1.10304
H 2.78904 0.92888 -2.17981
H 0.83617 2.30080 -1.76760
Mg -2.00304 0.81193 -0.72795
Li 0.55465 0.60232 1.40711
*
```

- DFT total energy: -11885.4124 eV
- Maximum force: 0.6 eV Å⁻¹
- Frontier orbital gap: 5.6 eV